Entry 1:
Entry from the OMol25 dataset: C52H53ClN4O8PSeSr as an isolated structure (wB97M-V/def2-TZVPD).

Positions of all 121 atoms, in Å:
Sr: -1.14165 -0.26442 2.27670
C: 0.16212 6.49429 5.11851
C: 0.15141 5.22952 4.30341
C: 1.19338 4.83963 3.51765
C: 1.13926 3.65559 2.74304
C: 2.23186 3.36503 1.89111
N: 2.33466 2.43002 1.00232
C: 3.43091 2.41058 0.02110
C: 2.97429 2.77485 -1.38021
C: 2.52553 4.20191 -1.66463
N: 1.43041 4.69231 -0.81540
C: 0.24623 4.05622 -0.63116
C: -0.45094 3.18501 -1.40954
C: -0.17683 2.81644 -2.78987
C: -0.93572 1.92655 -3.44963
C: -0.74615 1.59781 -4.90202
C: -1.98714 1.24277 -2.71404
C: -2.29580 1.49189 -1.43242
C: -3.39402 0.74700 -0.77454
N: -3.36465 0.46902 0.45450
C: -4.58874 -0.02369 1.08594
C: -4.95950 0.94437 2.21942
C: -4.07026 0.83546 3.46457
N: -2.73285 1.40190 3.19574
C: -2.38977 2.47035 3.77546
C: -1.10323 3.21298 3.60791
C: -0.98583 4.37531 4.31612
C: 0.00962 2.79464 2.77257
O: 0.00870 1.72900 2.09536
C: -1.64960 2.63237 -0.73240
O: -2.11381 3.10354 0.29602
H: 1.16367 6.92382 5.16146
H: -0.16156 6.31014 6.14513
H: -0.50529 7.25225 4.70021
H: 2.09184 5.45104 3.46419
H: 3.07531 4.05482 1.91946
H: 1.57236 1.74460 0.93971
H: 3.84720 1.40558 -0.00521
H: 4.19836 3.09057 0.40005
H: 2.17235 2.07849 -1.65135
H: 3.80736 2.54859 -2.04973
H: 2.21064 4.23554 -2.70446
H: 3.33388 4.92871 -1.56739
H: 1.73541 5.15394 0.02661
H: -0.22582 4.27848 0.32285
H: 0.62759 3.30392 -3.32413
H: 0.19957 1.99289 -5.27373
H: -1.55198 2.01353 -5.51391
H: -0.74220 0.51671 -5.06288
H: -2.53398 0.45153 -3.22627
H: -4.25324 0.47267 -1.40071
H: -4.38804 -1.01427 1.49896
H: -5.41205 -0.09783 0.36498
H: -5.99500 0.76240 2.51793
H: -4.89508 1.96632 1.83473
H: -3.94896 -0.21975 3.71624
H: -4.53879 1.34505 4.31354
H: -3.08241 2.94976 4.48009
H: -1.82850 4.65920 4.94379
O: -1.95639 -3.29145 4.18709
C: -2.39623 -3.07546 3.06883
O: -2.59357 -1.92294 2.52595
C: -2.78620 -4.22222 2.15648
C: -3.42657 -5.30898 2.74878
C: -3.88800 -6.36670 1.98567
C: -3.67357 -6.36356 0.61172
C: -3.00386 -5.30419 0.02236
C: -2.56465 -4.20965 0.76960
P: -1.54128 -2.87022 -0.06178
C: -2.37054 -2.71890 -1.69377
C: -3.76484 -2.72087 -1.77188
C: -4.41279 -2.49152 -2.97857
C: -3.67258 -2.25579 -4.13219
C: -2.28608 -2.22651 -4.05843
C: -1.63551 -2.43864 -2.84710
C: -0.08707 -3.96291 -0.39425
C: 0.87966 -3.96950 0.60805
C: 1.98900 -4.79721 0.52099
C: 2.15570 -5.61814 -0.58583
C: 1.19589 -5.62123 -1.58975
C: 0.07580 -4.80658 -1.48701
H: -3.55313 -5.29772 3.82384
H: -4.40851 -7.19330 2.45478
H: -4.01378 -7.19225 0.00208
H: -2.81321 -5.33345 -1.04470
H: -4.35359 -2.90972 -0.88085
H: -5.49524 -2.50699 -3.01741
H: -4.17454 -2.08847 -5.07722
H: -1.69666 -2.02738 -4.94586
H: -0.55353 -2.36031 -2.78809
H: 0.78566 -3.30830 1.46383
H: 2.72970 -4.78186 1.31065
H: 3.03288 -6.24814 -0.66869
H: 1.31725 -6.26023 -2.45611
H: -0.66179 -4.82253 -2.28014
O: 1.27273 -1.32586 5.40517
Cl: 0.90699 -0.37170 4.41049
O: 1.75821 0.78742 4.43746
O: 0.96563 -0.99694 3.05216
O: -0.51474 0.05137 4.58243
C: 7.26768 0.16487 -3.01261
C: 5.84861 -0.12539 -2.58957
C: 4.77836 0.06734 -3.45318
C: 3.46043 -0.18429 -3.07170
C: 2.36135 0.04879 -4.06725
C: 3.15681 -0.63814 -1.77179
Se: 1.35486 -0.87718 -1.19479
C: 4.25007 -0.88009 -0.90392
C: 4.04474 -1.44483 0.47999
C: 5.55310 -0.61202 -1.32087
H: 7.29178 0.76406 -3.92469
H: 7.83279 -0.75009 -3.21114
H: 7.81073 0.71221 -2.23922
H: 4.96840 0.42822 -4.46157
H: 2.75521 0.49959 -4.98200
H: 1.58095 0.68352 -3.64007
H: 1.85861 -0.88811 -4.32489
H: 3.07620 -1.15548 0.88762
H: 4.84478 -1.12580 1.15305
H: 4.04651 -2.53846 0.45055
H: 6.36685 -0.79615 -0.62247

Its charge is -1. Its spin multiplicity is 1. For the max |F|, the calculation gives 2.471 eV/A. For the HOMO energy, the calculation gives -3.84 eV. As for the energy above the lowest of the compared OMol25 structures with the same formula, charge and spin: 26.62 kcal/mol.

Atomic partial charges in e from the Löwdin method, atoms 1 to 4: Sr 1.45; C -0.06; C -0.27; C 0.00

***

Entry 2:
Entry from the OMol25 dataset: C4H24BO20 as an isolated structure (wB97M-V/def2-TZVPD).

Positions of all 49 atoms, in Å:
O: -1.93968 -2.53253 0.60575
C: -0.95248 -2.01591 1.10737
O: -0.35169 -1.09441 0.55100
B: 0.64066 -0.64168 1.47417
O: 0.43064 -1.47396 2.65413
C: -0.57882 -2.15570 2.42824
O: -1.42903 -2.50969 3.26603
O: 0.51444 0.85084 1.68492
C: 1.52464 1.38691 1.23156
O: 1.72375 2.59948 1.03024
C: 2.38030 0.35874 0.62872
O: 1.95690 -0.79067 0.87418
O: 3.09405 0.52777 -0.35894
O: 0.61863 4.97337 -0.29515
H: 1.14720 4.39866 0.24065
H: 0.01279 5.38631 0.25358
O: 4.67972 -0.83422 -2.43532
H: 4.73801 -1.71594 -2.15645
H: 4.95490 -0.28439 -1.70918
O: -2.34657 0.68914 -0.16459
H: -1.51261 1.01080 -0.32642
H: -2.98773 1.35592 -0.35703
O: -4.73788 -1.98686 0.23596
H: -5.15885 -1.15305 0.39863
H: -3.94127 -1.88381 0.73101
O: 4.29328 3.61088 -0.37298
H: 3.43898 3.30539 -0.70617
H: 4.93461 3.24468 -0.96961
O: -3.11372 -4.37281 -1.08095
H: -3.66488 -3.91302 -1.68055
H: -3.02530 -3.77093 -0.30036
O: -0.22791 1.91655 -1.23804
H: -0.78328 2.68775 -1.40529
H: 0.73815 2.18823 -1.27892
O: 2.79147 0.77463 -3.36338
H: 3.39340 0.13721 -3.01787
H: 2.97853 0.67565 -4.30760
O: -2.25077 -1.36677 -1.88042
H: -2.40513 -0.52078 -1.46379
H: -1.91100 -1.95163 -1.19019
O: 1.99823 -2.34249 -1.34799
H: 2.17332 -1.67293 -0.72805
H: 2.75169 -2.57243 -1.84735
O: -3.99688 -1.84422 3.13807
H: -4.45407 -2.65999 3.10043
H: -3.03699 -2.05949 3.14918
O: -1.08433 3.05088 2.49399
H: -1.66822 2.36658 2.61018
H: -0.34918 2.62396 2.09459

Its charge is -1. Its spin multiplicity is 1. For the max |F|, the calculation gives 8.347 eV/A. For the HOMO energy, the calculation gives -6.95 eV. As for the energy above the lowest of the compared OMol25 structures with the same formula, charge and spin: 90.88 kcal/mol.

Atomic partial charges in e from the Löwdin method, atoms 1 to 4: O 0.12; C -0.43; O 0.34; B -0.80

***

Entry 3:
Entry from the OMol25 dataset: C35H49F10N4OSSi3Ti as an isolated structure (wB97M-V/def2-TZVPD).

Positions of all 104 atoms, in Å:
Ti: 0.35295 -0.68023 0.24439
C: 3.60407 -1.76251 1.39417
N: 2.55650 -0.86465 1.85755
C: 2.23057 -1.15618 3.25258
C: 0.84162 -0.72326 3.71469
N: -0.16523 -1.15750 2.77499
C: -1.41116 -1.32377 3.25140
C: -1.98324 -0.80675 4.44213
F: -1.27726 0.04239 5.23692
C: -3.29549 -1.02895 4.82590
F: -3.74401 -0.47868 5.97125
C: -4.15675 -1.77715 4.04919
F: -5.43127 -2.00556 4.43067
C: -3.65460 -2.29676 2.86467
F: -4.44611 -3.04526 2.07546
C: -2.34685 -2.07419 2.50265
F: -1.92432 -2.64229 1.34075
C: 3.03399 0.49765 1.63986
C: 1.99830 1.55825 1.92840
N: 0.68798 1.16832 1.43266
C: -0.34279 1.84915 1.97304
C: -0.33951 3.03416 2.74648
F: 0.79323 3.75315 2.94317
C: -1.49248 3.57167 3.29642
F: -1.40430 4.70734 4.01299
C: -2.73100 2.98667 3.11021
F: -3.84388 3.52301 3.64667
C: -2.78997 1.84275 2.32790
F: -3.96894 1.24534 2.08889
C: -1.63470 1.33510 1.78487
F: -1.72913 0.23604 0.99400
H: 4.54152 -1.61893 1.95763
H: 3.79446 -1.56332 0.34387
H: 3.29837 -2.80324 1.50591
H: 2.99537 -0.71655 3.91771
H: 2.29458 -2.24195 3.37389
H: 0.81726 0.35311 3.91305
H: 0.70701 -1.20359 4.69480
H: 3.33860 0.54987 0.59782
H: 3.92648 0.69494 2.26343
H: 2.36636 2.49421 1.48794
H: 1.96074 1.73617 3.00845
C: -1.71933 -3.31188 -1.58149
Si: -1.46772 -1.41135 -1.54982
C: -1.33167 -0.88913 -3.37554
C: -3.21474 -0.80728 -1.11422
C: 1.60987 -0.24094 -1.20969
Si: 2.29805 1.31173 -1.87548
C: 1.87557 2.94127 -1.02566
C: 1.87597 1.54445 -3.70485
C: 4.21398 1.29349 -1.89690
Si: 2.15341 -1.71021 -2.10020
C: 4.01788 -1.95011 -2.36446
C: 1.50803 -2.25717 -3.78649
C: 1.66995 -3.09116 -0.89115
C: 2.02379 -4.43348 -1.00877
C: 1.70287 -5.33034 -0.00462
C: 1.07488 -4.85582 1.13593
C: 0.76628 -3.50835 1.21344
N: 1.00983 -2.65857 0.20652
H: -2.49887 -3.57916 -0.86778
H: -0.83658 -3.90010 -1.32678
H: -2.04693 -3.63610 -2.57393
H: -1.39100 -1.76329 -4.02622
H: -0.42335 -0.34396 -3.62094
H: -2.18163 -0.24618 -3.60736
H: -3.89799 -1.11374 -1.91394
H: -3.24931 0.27746 -1.03274
H: -3.57738 -1.22983 -0.17812
H: 2.78783 3.40557 -0.64370
H: 1.18856 2.81313 -0.19800
H: 1.43464 3.64603 -1.73217
H: 0.80127 1.60768 -3.88783
H: 2.25706 0.70651 -4.29319
H: 2.34859 2.45573 -4.08391
H: 4.60195 2.29574 -1.69960
H: 4.59183 0.98302 -2.87265
H: 4.65296 0.62105 -1.16107
H: 4.33014 -1.34782 -3.22085
H: 4.23036 -2.99365 -2.61022
H: 4.64472 -1.66412 -1.52373
H: 1.38454 -1.40911 -4.45913
H: 0.54881 -2.76751 -3.73075
H: 2.23962 -2.93518 -4.23178
H: 2.54774 -4.75480 -1.89969
H: 1.95011 -6.38093 -0.10350
H: 0.82861 -5.49822 1.97008
H: 0.32054 -3.05980 2.09240
C: -3.74855 4.56987 -0.53045
C: -3.27223 3.20925 -1.01520
S: -1.47642 3.16508 -1.19909
O: -1.08374 1.71805 -1.24791
C: -1.37897 3.81755 -2.88651
C: -1.81810 2.83249 -3.95283
H: -4.82975 4.56326 -0.39660
H: -3.50827 5.36691 -1.23525
H: -3.29234 4.81859 0.42728
H: -3.74021 2.89980 -1.94875
H: -3.47239 2.43978 -0.27677
H: -1.96135 4.74151 -2.88231
H: -0.33037 4.08312 -3.01910
H: -2.89136 2.64470 -3.93259
H: -1.31426 1.88085 -3.81250
H: -1.56236 3.21757 -4.94031

Its charge is -1. Its spin multiplicity is 1. For the max |F|, the calculation gives 2.648 eV/A. For the HOMO energy, the calculation gives -4.14 eV.

Atomic partial charges in e from the Löwdin method, atoms 1 to 4: Ti 0.89; C -0.08; N -0.22; C -0.17

***

Entry 4:
Entry from the OMol25 dataset: C29H81BFNO10SSi2 as an isolated structure (wB97M-V/def2-TZVPD).

Positions of all 126 atoms, in Å:
C: 2.11061 2.77865 -0.25649
C: 1.97074 3.99844 -1.21333
F: 1.51085 3.54087 -2.45083
C: 1.13174 5.17057 -0.60051
Si: -0.06732 6.03111 -1.80728
O: -1.61896 6.31267 -1.12792
Si: -2.46229 4.90234 -0.61060
S: -1.68541 3.11677 -1.53041
B: -4.40507 5.03681 -0.92773
O: -4.90737 6.28983 -1.34448
N: -5.23311 3.84565 -0.67236
C: -6.57622 4.19658 -0.15796
C: -5.28550 2.91241 -1.82036
H: 2.45551 1.87697 -0.82984
H: 2.87960 3.04474 0.50216
H: 1.16520 2.51869 0.26011
H: 3.00404 4.37654 -1.37710
H: 0.62441 4.77324 0.30500
H: 1.86922 5.92091 -0.23284
H: -0.15710 5.30444 -3.07407
H: 0.51407 7.36138 -2.10252
H: -2.27213 4.77696 0.83501
H: -2.05896 3.21107 -2.85543
H: -4.17993 6.91757 -1.34876
H: -6.67006 5.26662 0.12161
H: -7.38911 3.97244 -0.87969
H: -6.75052 3.59498 0.76334
H: -5.22723 3.39186 -2.82047
H: -6.24951 2.35953 -1.75696
H: -4.48324 2.15104 -1.75099
C: 1.53349 -1.06167 -3.06502
C: 1.17393 -1.04395 -1.58734
C: -0.21940 -1.60592 -1.34912
O: 1.24022 0.29630 -1.09379
H: 0.83771 -0.44356 -3.64131
H: 2.52901 -0.64919 -3.22166
H: 1.51139 -2.07566 -3.46511
H: 1.90634 -1.62836 -1.02483
H: -0.97383 -1.00664 -1.86712
H: -0.46772 -1.57860 -0.28560
H: -0.29547 -2.63684 -1.69812
H: 0.59669 0.82559 -1.58122
C: -2.38747 4.30057 5.53651
C: -2.29232 5.12101 4.25935
C: -3.31847 6.24366 4.24541
O: -2.49444 4.27402 3.12911
H: -3.37278 3.83349 5.62463
H: -1.65212 3.49397 5.52889
H: -2.21646 4.92059 6.41891
H: -1.28860 5.54063 4.16727
H: -4.33458 5.84062 4.29074
H: -3.24461 6.81835 3.32009
H: -3.17534 6.92138 5.08941
H: -3.37728 3.89568 3.19578
C: -8.07860 3.09917 -6.95007
C: -7.51345 3.20315 -5.54192
C: -8.56136 3.70520 -4.56060
O: -6.39266 4.08668 -5.53945
H: -8.40810 4.07871 -7.30877
H: -7.31384 2.74644 -7.64431
H: -8.92660 2.41233 -6.98647
H: -7.14877 2.22545 -5.22042
H: -8.90866 4.70490 -4.83732
H: -8.13776 3.78340 -3.55722
H: -9.42336 3.03578 -4.52528
H: -6.69921 4.95408 -5.82085
C: -2.33332 -3.90571 1.60765
C: -2.37899 -5.01709 0.57002
C: -1.89878 -6.33616 1.15408
O: -1.56453 -4.66211 -0.54586
H: -1.31042 -3.74720 1.96058
H: -2.67158 -2.96243 1.17338
H: -2.96484 -4.14092 2.46738
H: -3.39932 -5.12940 0.19743
H: -0.86405 -6.25683 1.49211
H: -1.92819 -7.12365 0.39780
H: -2.51776 -6.64173 2.00059
H: -0.66130 -4.55932 -0.23045
C: 5.78522 -2.49117 -6.10979
C: 5.07162 -1.57366 -5.12888
C: 5.99069 -1.15138 -3.99395
O: 3.93056 -2.24112 -4.59067
H: 6.11946 -3.40592 -5.61162
H: 5.10948 -2.79368 -6.91215
H: 6.65381 -1.99892 -6.55188
H: 4.70675 -0.68884 -5.65459
H: 6.33084 -2.02098 -3.42371
H: 5.46061 -0.50116 -3.29460
H: 6.86636 -0.61874 -4.37022
H: 4.23936 -3.02443 -4.12446
C: -0.89804 -5.02974 5.93426
C: -0.93546 -6.14455 4.90045
C: -0.46033 -7.46306 5.49072
O: -0.11342 -5.79368 3.78811
H: 0.12258 -4.86876 6.29404
H: -1.23310 -4.08838 5.49442
H: -1.53556 -5.26178 6.78964
H: -1.95296 -6.25837 4.52090
H: 0.57469 -7.38274 5.83580
H: -0.48422 -8.25108 4.73579
H: -1.08488 -7.76744 6.33287
H: 0.78838 -5.68935 4.10759
C: 7.24037 -2.41634 0.67382
C: 7.21366 -3.52376 -0.36712
C: 7.69045 -4.84380 0.21853
O: 8.04092 -3.16509 -1.47528
H: 8.25831 -2.25258 1.04135
H: 6.90440 -1.47298 0.23704
H: 6.59947 -2.65518 1.52220
H: 6.19815 -3.63852 -0.75271
H: 8.72322 -4.76141 0.56952
H: 7.67355 -5.62820 -0.54075
H: 7.06257 -5.15453 1.05593
H: 8.94147 -3.06026 -1.15449
C: 3.68156 -1.36250 3.15325
C: 4.53021 -2.19918 4.09901
C: 4.43849 -1.68392 5.52702
O: 5.89119 -2.17759 3.66757
H: 4.02474 -0.32399 3.13999
H: 3.76325 -1.73743 2.13116
H: 2.63007 -1.37705 3.44681
H: 4.20152 -3.23995 4.06310
H: 4.80676 -0.65603 5.59243
H: 5.05854 -2.28743 6.19254
H: 3.40939 -1.70820 5.89112
H: 6.19596 -1.26498 3.69370

Its spin multiplicity is 1. For the max |F|, the calculation gives 2.070 eV/A. For the HOMO energy, the calculation gives -8.60 eV.

Atomic partial charges in e from the Löwdin method, atoms 1 to 4: C -0.06; C -0.43; F -0.09; C -0.26

***

Entry 5:
Entry from the OMol25 dataset: an isolated ion of composition C3H5N2O and charge +1 (wB97M-V/def2-TZVPD).

Positions of all 11 atoms, in Å:
C: -1.22136 -0.83746 -0.84848
N: -1.26923 -0.11242 0.20449
C: -0.14568 0.16324 1.09771
N: 1.03527 0.34652 0.83669
C: 1.90982 0.68363 -0.10999
O: 1.83941 1.67122 -0.78182
H: -2.14171 -0.92416 -1.37816
H: -0.28989 -1.42030 -1.24005
H: -2.25611 0.25776 0.31264
H: -0.39643 0.02766 2.11049
H: 2.93591 0.14431 -0.20353

Its charge is +1. Its spin multiplicity is 1. As for the structure (SMILES): C=[NH+]/C=N\C=O. For the max |F|, the calculation gives 4.687 eV/A. For the HOMO energy, the calculation gives -14.47 eV. As for the energy above the lowest of the compared OMol25 structures with the same formula, charge and spin: 79.79 kcal/mol.

Atomic partial charges in e from the Löwdin method, atoms 1 to 4: C 0.21; N 0.11; C -0.08; N 0.19

***

- The lowest HOMO belongs to which entry?
  C3H5N2O

***

- Which of these has the lowest HOMO?
  C3H5N2O